Run i
16
Properties=species:S:1:pos:R:3:lowdin_charge:R:1 method="wB97M-V/def2-TZVPD" homo_energy_ev=-10.3 smiles="CC(=O)CO.C" homo_lumo_gap_ev=11.18
C -1.40 -1.35 -0.45 -0.005
C -0.22 -0.97 0.40 -0.439
C -0.08 2.23 0.08 -0.036
O -0.32 -0.73 1.59 0.076
C 1.14 -0.87 -0.26 -0.227
O 2.07 -0.31 0.62 -0.063
H -1.18 -2.23 -1.07 0.089
H -2.27 -1.56 0.19 0.089
H -1.65 -0.52 -1.12 0.088
H -0.47 1.95 -0.91 0.022
H -0.82 1.97 0.85 0.029
H 0.11 3.30 0.10 0.023
H 1.61 -0.28 1.48 0.084
H 1.44 -1.88 -0.57 0.134
H 1.06 -0.26 -1.17 0.127
H 0.85 1.69 0.28 0.009



Run ii
16
Properties=species:S:1:pos:R:3:lowdin_charge:R:1 method="wB97M-V/def2-TZVPD" homo_energy_ev=-9.3 homo_lumo_gap_ev=9.63
C 2.01 0.93 0.04 -0.064
C 0.62 0.33 0.10 -0.514
O -0.25 1.27 -0.51 -0.052
C 0.58 -1.03 -0.60 -0.058
C -2.46 -1.43 0.47 0.019
O -2.77 -0.27 -0.08 -0.082
H 2.04 1.90 0.55 0.080
H 2.75 0.27 0.51 0.081
H 2.30 1.08 -1.00 0.085
H 0.34 0.20 1.16 0.132
H -1.16 0.98 -0.35 0.050
H 1.26 -1.74 -0.11 0.086
H 0.88 -0.92 -1.64 0.088
H -1.86 -1.10 1.36 0.011
H -0.42 -1.48 -0.59 0.030
H -3.28 -0.45 -0.89 0.108



Run iii
16
Properties=species:S:1:pos:R:3:lowdin_charge:R:1 method="wB97M-V/def2-TZVPD" homo_energy_ev=-10.0 smiles=CC(C)(O)CO homo_lumo_gap_ev=10.81
C -1.22 -1.05 -0.39 -0.015
C -0.12 -0.09 0.09 -0.549
C -0.51 1.38 0.03 -0.033
O 0.23 -0.42 1.50 -0.065
C 1.19 -0.36 -0.65 -0.233
O 2.21 0.24 0.11 -0.071
H -0.86 -1.76 -1.14 0.082
H -1.54 -1.61 0.49 0.085
H -2.10 -0.53 -0.82 0.083
H -0.87 1.70 -0.95 0.094
H -1.31 1.55 0.76 0.091
H 0.37 1.98 0.29 0.090
H 0.18 0.35 2.10 0.106
H 1.34 -1.45 -0.75 0.125
H 1.14 0.06 -1.66 0.136
H 1.87 0.01 1.01 0.076



Which one sits at the top of the stability order? run i does.



Run i
7
Properties=species:S:1:pos:R:3:lowdin_charge:R:1 method="wB97M-V/def2-TZVPD" homo_energy_ev="-11.2 / -11.0" homo_lumo_gap_ev="9.71 / 9.49"
N 0.65 0.39 -1.05 0.030
O -0.32 -0.06 -0.15 -0.314
O 0.89 1.59 -0.96 -0.095
O 0.41 2.36 -0.10 -0.010
O -0.52 -1.14 2.17 -0.349
F -0.84 -2.59 0.17 -0.296
S 0.06 -1.40 0.89 1.034



Run ii
7
Properties=species:S:1:pos:R:3:lowdin_charge:R:1 method="wB97M-V/def2-TZVPD" homo_energy_ev="-10.7 / -9.9" homo_lumo_gap_ev="7.10 / 5.52"
N -2.55 -0.56 0.19 0.325
O 1.60 0.57 1.32 -0.270
O -3.04 0.39 -0.10 0.269
O -0.35 -0.01 -0.07 -0.359
O 1.53 0.86 -1.18 -0.262
F 1.65 -1.42 -0.18 -0.226
S 1.16 0.16 0.02 0.524



Which one sits at the top of the stability order? run ii does.



Run i
12
Properties=species:S:1:pos:R:3:lowdin_charge:R:1 method="wB97M-V/def2-TZVPD" homo_energy_ev=-9.2 homo_lumo_gap_ev=8.77
C 0.09 -1.49 -0.92 -0.418
C -1.86 0.10 -0.03 -0.408
N 0.85 -2.38 -1.20 -0.189
N 2.77 -0.27 -0.63 -0.282
O 2.38 -1.48 1.52 -0.509
O 1.81 -3.08 -1.06 -0.099
S -1.13 -0.53 -1.59 0.861
S 3.15 -1.53 0.25 0.867
H -2.74 -0.54 0.47 0.088
H -2.21 1.18 -0.01 0.046
H -0.91 0.02 0.62 0.044
H 3.34 -0.16 -1.47 -0.002



Run ii
12
Properties=species:S:1:pos:R:3:lowdin_charge:R:1 method="wB97M-V/def2-TZVPD" homo_energy_ev=-8.7 smiles="ONC(=S)C(=S)NO" homo_lumo_gap_ev=8.50
C -0.64 0.69 0.73 -0.847
C -0.11 0.94 -0.66 -0.896
H -0.96 -1.89 -0.50 0.159
H -1.13 -0.93 1.94 0.157
H 1.68 0.68 -1.74 0.164
H 1.46 -1.15 -0.04 0.112
N -1.01 -0.64 0.95 -0.050
N 1.16 0.63 -0.84 -0.048
O -0.32 -1.61 0.22 -0.077
O 1.79 -0.21 0.13 -0.049
S -0.97 1.93 1.73 0.733
S -0.96 1.56 -1.93 0.641



Which one sits at the top of the stability order? run ii does.



Run i
22
Properties=species:S:1:pos:R:3:lowdin_charge:R:1 method="wB97M-V/def2-TZVPD" homo_energy_ev=-8.8 smiles=CCCCN(C)C homo_lumo_gap_ev=9.90
C -1.26 -0.47 0.04 -0.245
C -1.21 -1.93 0.32 -0.319
C -0.52 -2.75 -0.79 -0.126
C 0.25 -0.02 0.15 -0.248
N 0.63 1.35 0.56 -0.244
C 2.07 1.57 0.43 -0.143
C -0.09 2.28 -0.43 -0.116
H -1.88 -0.02 0.86 0.117
H -1.71 -0.01 -0.84 0.099
H -0.85 -2.10 1.39 0.120
H -2.31 -2.40 0.40 0.137
H -0.43 -3.83 -0.58 0.070
H -1.14 -2.61 -1.74 0.095
H 0.44 -2.29 -1.08 0.049
H 0.94 -0.77 0.71 0.141
H 0.56 -0.23 -0.96 0.124
H 2.31 2.56 0.55 0.042
H 2.59 1.20 -0.44 0.076
H 2.55 1.04 1.32 0.106
H -0.12 3.45 0.02 0.130
H -1.18 2.03 -0.42 0.058
H 0.34 2.42 -1.45 0.078



Run ii
22
Properties=species:S:1:pos:R:3:lowdin_charge:R:1 method="wB97M-V/def2-TZVPD" homo_energy_ev=-8.1 homo_lumo_gap_ev=8.54
C -4.15 0.74 -0.26 -0.093
N -1.01 0.02 -0.29 0.065
C 0.26 -0.54 -0.27 -0.458
C 1.33 0.06 0.65 -0.419
C 2.74 -0.04 0.12 -0.105
C 0.83 1.49 0.98 -0.097
C 0.59 -1.78 -1.03 -0.061
H -3.28 -0.01 -0.02 0.005
H -5.06 0.10 -0.31 0.006
H -4.25 1.52 0.57 0.025
H -3.88 1.24 -1.18 -0.005
H -0.69 -0.82 0.52 0.148
H 1.39 -0.58 1.63 0.168
H 3.39 0.59 0.78 0.085
H 3.22 -1.06 0.02 0.097
H 2.71 0.44 -0.85 0.078
H 0.17 1.84 0.10 0.090
H 1.71 2.15 1.20 0.081
H 0.03 1.47 1.76 0.080
H 1.47 -1.74 -1.75 0.103
H 0.86 -2.54 -0.17 0.119
H -0.35 -2.29 -1.38 0.087



Run iii
22
Properties=species:S:1:pos:R:3:lowdin_charge:R:1 method="wB97M-V/def2-TZVPD" homo_energy_ev=-8.8 smiles=CCCNCCC homo_lumo_gap_ev=9.92
C -1.36 1.83 -1.14 -0.244
C -2.54 1.52 -0.21 -0.116
C -0.46 0.61 -1.32 -0.263
N 0.25 0.30 -0.08 -0.068
C 1.48 -0.47 -0.28 -0.271
C 1.98 -1.04 1.02 -0.265
C 1.10 -2.16 1.57 -0.116
H -0.76 2.54 -0.59 0.098
H -1.66 2.22 -2.11 0.097
H -2.16 1.55 0.81 0.062
H -3.04 0.57 -0.37 0.065
H -3.31 2.30 -0.28 0.065
H -0.96 -0.27 -1.74 0.115
H 0.32 0.85 -2.06 0.112
H -0.34 -0.22 0.56 0.090
H 1.42 -1.23 -1.06 0.114
H 2.23 0.24 -0.65 0.112
H 2.13 -0.29 1.80 0.110
H 3.00 -1.42 0.97 0.099
H 0.19 -1.79 2.02 0.058
H 0.87 -2.88 0.78 0.075
H 1.61 -2.75 2.35 0.069



Which one sits at the top of the stability order? run iii does.



Run i
22
Properties=species:S:1:pos:R:3:lowdin_charge:R:1 method="wB97M-V/def2-TZVPD" homo_energy_ev=-8.6 smiles=CCCNCCC homo_lumo_gap_ev=9.64
C 0.06 -1.43 0.65 -0.254
N -0.22 -0.13 0.03 -0.087
C -1.54 0.34 0.37 -0.257
C -1.76 1.83 0.03 -0.232
C -0.69 2.51 -0.83 -0.121
C 1.18 -2.22 -0.01 -0.248
C 2.43 -1.38 -0.29 -0.113
H -0.85 -2.01 0.60 0.106
H 0.28 -1.24 1.72 0.119
H 0.45 0.56 0.34 0.092
H -2.32 -0.26 -0.10 0.108
H -1.68 0.19 1.45 0.107
H -2.71 1.89 -0.48 0.093
H -1.84 2.42 0.93 0.096
H -1.05 3.49 -1.11 0.065
H -0.46 1.92 -1.71 0.068
H 0.22 2.71 -0.27 0.066
H 1.38 -3.04 0.65 0.091
H 0.84 -2.64 -0.94 0.100
H 3.33 -2.00 -0.34 0.067
H 2.36 -0.82 -1.22 0.069
H 2.58 -0.68 0.53 0.067



Run ii
22
Properties=species:S:1:pos:R:3:lowdin_charge:R:1 method="wB97M-V/def2-TZVPD" homo_energy_ev=-8.2 smiles=CCN(CC)CC homo_lumo_gap_ev=9.29
C 0.09 -0.21 -2.41 -0.112
C -0.54 0.32 -1.13 -0.257
N -0.10 -0.44 0.11 -0.187
C 1.15 0.10 0.87 -0.261
C 2.46 -0.32 0.31 -0.104
C -1.29 -0.57 0.85 -0.295
C -1.78 0.87 1.38 -0.098
H 0.36 -1.32 -2.37 0.089
H 1.08 0.29 -2.53 0.065
H -0.42 -0.13 -3.39 0.068
H -0.54 1.42 -0.96 0.120
H -1.55 0.08 -1.36 0.084
H 0.96 -0.29 2.00 0.142
H 1.05 1.25 1.13 0.128
H 2.92 -0.56 1.23 0.056
H 2.90 0.69 0.15 0.084
H 2.26 -0.98 -0.54 0.084
H -1.35 -1.06 1.87 0.112
H -2.04 -1.01 0.15 0.111
H -1.45 0.95 2.52 0.107
H -2.83 0.94 1.14 0.053
H -1.24 1.67 0.96 0.013



Which one sits at the top of the stability order? run i does.